No. 1
{
  "formula": "C37H48CoN8O3PSi",
  "method": "wB97M-V/def2-TZVPD",
  "homo_ev": [-7.031, -8.982],
  "largest_force_ev_per_a": 0.8,
  "energy_ha": -4115.92104,
  "spin_multiplicity": 4,
  "total_charge": 1,
  "orbital_gap_ha": [0.1895, 0.2440],
  "relative_energy_kcal_mol": 90.2,
  "species": ["Co", "P", "Si", "O", "O", "O", "N", "N", "N", "N", "N", "N", "N", "N", "C", "C", "C", "C", "C", "C", "C", "C", "C", "C", "C", "C", "C", "C", "C", "C", "C", "C", "C", "C", "C", "C", "C", "C", "C", "C", "C", "C", "C", "C", "C", "C", "C", "C", "C", "C", "C", "H", "H", "H", "H", "H", "H", "H", "H", "H", "H", "H", "H", "H", "H", "H", "H", "H", "H", "H", "H", "H", "H", "H", "H", "H", "H", "H", "H", "H", "H", "H", "H", "H", "H", "H", "H", "H", "H", "H", "H", "H", "H", "H", "H", "H", "H", "H", "H"],
  "positions_angstrom": [[-0.6619, 0.5011, 0.6065], [0.6907, 0.0185, 2.1851], [-0.6749, -3.6576, -1.1998], [-2.5564, -2.0818, -2.6780], [-1.4471, -2.1736, -0.7432], [7.5238, 10.0296, -1.1373], [4.1361, 5.1102, 1.4260], [-0.6660, 2.4735, 0.8787], [-0.8902, 3.6033, -2.9728], [1.0514, 1.5425, 2.9176], [0.7100, 1.9844, -2.7021], [2.7335, 5.9026, -0.1093], [-2.6767, 0.0207, 0.2021], [-1.3021, 1.4415, -3.7069], [2.1671, 4.8074, 0.5126], [1.4281, -0.0300, 0.3561], [0.3059, -4.0932, 0.3134], [2.1533, -0.9497, 2.7671], [-1.4674, 4.4793, -0.1986], [1.3243, -3.6538, -4.8435], [2.6845, 3.2282, 2.3240], [3.0274, 4.2905, 1.4685], [3.9064, 6.0503, 0.4530], [8.7661, 10.2146, -0.4806], [-2.2267, -1.5717, -1.6369], [4.5810, 7.9630, -0.9514], [-2.6021, -0.1413, -1.2675], [1.6293, 1.4842, 4.1958], [1.1048, -1.9618, -2.6592], [6.1065, 7.2097, 0.7330], [-3.8064, 0.3538, -2.0774], [-1.9072, -4.9720, -1.6144], [-0.5658, -0.8625, 3.2476], [2.0310, -2.4632, -4.8254], [6.7079, 9.0505, -0.6829], [0.8740, 4.2731, 0.3407], [0.5556, 3.1095, 1.0644], [4.8850, 7.0792, 0.0893], [0.5181, -3.9995, -3.7666], [1.4526, 2.6129, 2.0636], [7.0218, 8.1858, 0.3588], [5.4765, 8.9345, -1.3327], [0.3893, -3.1650, -2.6574], [-0.5065, 2.3516, -3.1317], [-2.7206, 1.7074, -3.9766], [3.4353, 2.8867, 3.4992], [1.9241, -1.6195, -3.7270], [-3.5991, 1.7264, -2.7195], [-1.6753, 3.2638, 0.4013], [-0.1499, 4.9285, -0.4292], [2.8179, 2.1073, 4.4682], [8.6232, 10.4497, 0.5767], [1.6271, -1.0495, 0.0378], [3.2538, 1.9902, 5.4514], [-2.6485, -5.0507, -0.8159], [1.1153, 0.8632, 4.9159], [1.1295, 1.1325, -3.0323], [9.2437, 11.0553, -0.9746], [-3.1910, 2.4305, -1.9861], [1.3153, 2.6828, -2.2976], [1.0379, -4.8657, 0.0681], [-2.7922, 2.6520, -4.5193], [6.3773, 6.5577, 1.5551], [3.6247, 7.8706, -1.4474], [-3.2168, 0.8475, 0.4353], [9.3995, 9.3294, -0.5771], [1.4058, -4.3178, -5.6937], [-4.5696, 2.1280, -3.0201], [-1.4110, -5.9429, -1.6851], [-0.0272, -4.9357, -3.8048], [2.1330, -1.9381, 2.3005], [-0.1488, -1.3239, 4.1442], [-3.0563, 0.9398, -4.6728], [-4.0115, -0.3797, -2.8575], [0.8045, 0.4790, -0.4174], [-2.4252, -4.7679, -2.5495], [-0.9739, 0.4871, -3.7459], [-3.1484, -0.7668, 0.6349], [0.8544, -3.2378, 0.7087], [-2.6869, 2.8875, 0.5293], [-1.3285, -0.1311, 3.5202], [-0.3361, -4.4812, 1.1061], [0.0579, 5.9113, -0.8306], [5.2488, 9.6242, -2.1341], [-1.8643, 3.8303, -3.0757], [2.6741, -2.1990, -5.6543], [-4.6919, 0.3644, -1.4379], [2.1389, -1.0823, 3.8465], [7.9624, 8.2599, 0.8834], [-0.4058, 4.2061, -2.2783], [-1.0369, -1.6343, 2.6377], [4.3900, 3.3549, 3.6920], [-1.7155, 0.4278, -1.5770], [2.3509, 0.5486, 0.4015], [2.5224, -0.7148, -3.7014], [3.0760, -0.4456, 2.4799], [1.0459, -1.2988, -1.8004], [-2.3236, 5.0572, -0.5296], [4.9695, 5.0214, 1.9770]]
}

No. 2
{
  "formula": "C37H49BBeF4N5O4",
  "method": "wB97M-V/def2-TZVPD",
  "homo_ev": -10.944,
  "largest_force_ev_per_a": 4.2,
  "energy_ha": -2452.88401,
  "total_charge": 1,
  "orbital_gap_ha": 0.1733,
  "relative_energy_kcal_mol": 32.2,
  "species": ["F", "F", "F", "F", "O", "O", "O", "O", "N", "N", "N", "N", "N", "C", "C", "C", "C", "C", "C", "C", "C", "C", "C", "C", "C", "C", "C", "C", "C", "C", "C", "C", "C", "C", "C", "C", "C", "C", "C", "C", "C", "C", "C", "C", "C", "C", "C", "C", "C", "C", "B", "Be", "H", "H", "H", "H", "H", "H", "H", "H", "H", "H", "H", "H", "H", "H", "H", "H", "H", "H", "H", "H", "H", "H", "H", "H", "H", "H", "H", "H", "H", "H", "H", "H", "H", "H", "H", "H", "H", "H", "H", "H", "H", "H", "H", "H", "H", "H", "H", "H", "H"],
  "positions_angstrom": [[1.1478, 0.5224, -0.2947], [0.5239, -1.3433, 0.7730], [-0.7196, -0.5925, -0.9748], [-0.6194, 0.4852, 1.0392], [2.2390, 3.2332, 3.6375], [-1.4088, -3.3598, -0.4071], [4.9745, -1.8009, 2.6269], [-2.5322, 0.3216, 2.8786], [-3.5062, -0.8424, -0.3007], [-1.1549, -0.1206, -6.6991], [-2.2366, 3.2910, -1.2269], [3.5782, 1.7424, -4.2441], [-0.4435, -1.6305, 3.6754], [3.2242, -2.8850, 1.3355], [-0.4520, -2.0073, 6.0926], [3.0238, -0.1234, -2.7914], [4.2776, 0.8278, -4.9810], [-1.6783, -4.0164, -2.7370], [3.1423, 2.4039, 3.3118], [3.7877, -1.0168, -3.5551], [-3.0357, 4.2248, -0.8279], [2.9011, 1.2002, -3.1543], [-2.9173, 5.0469, 0.2757], [-2.3603, 1.5313, 3.1798], [2.9104, 1.2455, 2.3838], [-1.1232, 3.1297, -0.5037], [1.6193, -1.4265, 5.0066], [0.5003, -4.3799, -1.4550], [-4.7431, 1.1007, -1.0421], [0.8863, -1.3780, 3.7974], [-5.3374, -1.0030, -2.0078], [-2.9313, -0.3830, -4.9359], [4.4773, -2.1175, 1.5249], [-0.8282, 3.9352, 0.6008], [-0.9455, -3.8258, -1.4302], [-1.9736, -0.2519, -3.9548], [-3.7226, 0.4745, -0.3198], [4.5626, 2.7294, 3.6449], [0.9056, -1.7426, 6.1893], [-1.7357, 4.8676, 0.9694], [-3.4323, 2.5525, 2.8004], [4.4470, -0.5668, -4.7203], [-0.3033, 0.1440, -5.6873], [-1.0859, -1.7180, 4.8744], [-0.6827, 0.0414, -4.3142], [5.2344, -1.8192, 0.1738], [-5.4973, 0.3619, -1.9576], [-2.4497, -0.3681, -6.3334], [-1.2228, 1.9911, 4.0398], [-4.3125, -1.5428, -1.2448], [0.1078, -0.2769, 0.0949], [-1.9270, -1.9224, 1.4873], [-3.7086, 5.7581, 0.4613], [-1.7032, -3.0850, -3.3027], [-3.0501, 1.0870, 0.2624], [-1.2904, 1.5042, 5.0126], [-4.2984, 2.5648, 3.4620], [-4.0008, -0.4212, -4.7909], [2.5674, -0.4408, -1.8655], [4.7710, 1.2492, -5.8444], [1.4435, -1.8205, 7.1226], [1.3948, -1.0251, 2.9123], [1.1623, -3.8396, -2.1316], [-0.4792, 2.3456, -0.8738], [0.7398, 0.2981, -5.9211], [0.4120, -5.3735, -1.8944], [3.3465, 1.4179, 1.3998], [-1.2291, -4.7835, -3.3677], [2.0627, 1.7474, -2.7492], [0.0285, 3.7779, 1.2393], [2.4622, -2.4500, 1.9823], [2.6872, -1.2723, 4.9588], [-2.9504, 3.5294, 2.7627], [6.1229, -2.4506, 0.1820], [-3.1550, -0.5055, -7.1397], [3.3009, -3.9382, 1.6059], [1.8429, 1.1885, 2.1709], [-6.2055, 0.8942, -2.5751], [5.1880, 2.9205, 2.7728], [-5.0298, 2.1354, -0.9252], [2.9849, -2.7871, 0.2766], [-2.3281, -0.3294, -2.9376], [4.5785, -2.2885, -0.5594], [0.0638, 0.3168, -3.5839], [3.2436, 0.3008, 2.8134], [3.8921, -2.0061, -3.1346], [-1.0279, -2.2362, 6.9771], [-0.3901, 1.4713, 3.5659], [-3.9811, 2.3605, 1.8784], [0.9238, -4.4420, -0.4526], [4.6579, 3.5396, 4.3678], [-4.1939, -2.6160, -1.2223], [4.9224, -1.2255, -5.4320], [-5.9244, -1.6514, -2.6414], [-3.8740, 4.4559, -1.4685], [-2.7312, -4.2938, -2.6862], [5.3911, -0.7870, -0.1396], [-2.1092, -2.0556, 4.8012], [4.9546, 1.8634, 4.1783], [-1.0639, 3.0443, 4.2713], [-1.5733, 5.4108, 1.8886]]
}